The following is a quantum chemistry calculation of C15H6BaClN4O4S2 as an isolated structure in a non-equilibrium geometry, from the Open Molecules 2025 dataset.

Output
Gap between HOMO and LUMO, hartree: 0.2357

```
! RIJCOSX wB97M-V def2-TZVPD def2/J DEFGRID3
* xyz -1 1
Ba 1.674 -1.465 1.580
O -4.740 -2.757 2.148
C -4.779 -1.791 1.245
O -5.820 -1.427 0.757
C -3.471 -1.195 0.800
C -3.368 -0.185 -0.133
Cl -4.594 0.737 -0.863
N -2.056 0.060 -0.355
N -1.282 -0.727 0.400
C -2.108 -1.481 1.111
C -1.460 -2.405 2.110
O -2.145 -3.028 2.912
O -0.164 -2.421 2.051
C -1.387 0.965 -1.264
C -0.148 1.467 -0.886
C 0.555 2.293 -1.747
C 0.011 2.635 -2.979
C -1.230 2.129 -3.346
C -1.932 1.283 -2.497
H -3.810 -2.981 2.412
H 0.277 1.211 0.073
H 1.535 2.649 -1.447
H 0.556 3.286 -3.653
H -1.656 2.376 -4.312
H -2.878 0.861 -2.814
S 4.386 -1.920 2.503
C 5.252 -0.663 1.608
C 6.672 -0.593 1.952
N 7.786 -0.559 2.246
C 4.807 0.218 0.676
S 3.182 0.444 0.010
C 5.792 1.127 0.094
N 6.541 1.858 -0.390
*
```

=====

The following is a quantum chemistry calculation of a 2-piece molecular cluster, C2H3Br overall in a non-equilibrium geometry, from the Open Molecules 2025 dataset.

Output
Gap between HOMO and LUMO (spin up / spin down), hartree: 0.3387 / 0.3403

```
! RIJCOSX wB97M-V def2-TZVPD def2/J DEFGRID3
* xyz 0 1
C -0.163 0.192 0.951
C -0.046 0.230 -0.343
Br 0.482 1.489 -1.600
H -0.303 -0.762 1.551
H -0.116 1.116 1.466
H 0.146 -2.265 -2.025
*
```

=====

The following is a quantum chemistry calculation of C41H46Br2CsN4O7PS2 as an isolated structure in a non-equilibrium geometry, from the Open Molecules 2025 dataset.

Output
Gap between HOMO and LUMO, hartree: 0.2298

```
! RIJCOSX wB97M-V def2-TZVPD def2/J DEFGRID3
* xyz -2 1
Cs -0.157 0.885 -0.056
Br 1.049 -1.816 -5.234
C 0.108 -1.610 -3.569
Br 0.946 -2.589 -2.121
H -0.881 -2.020 -3.700
H 0.104 -0.557 -3.301
O -7.037 0.312 -4.111
C -6.081 1.115 -4.163
O -6.022 2.253 -4.672
C -4.791 0.666 -3.412
C -4.671 -0.625 -2.896
C -3.494 -1.001 -2.278
N -2.426 -0.210 -2.158
C -2.568 1.042 -2.616
C -3.713 1.523 -3.228
C -1.354 1.949 -2.413
O -1.523 3.089 -1.946
O -0.224 1.402 -2.606
H -5.519 -1.291 -3.000
H -3.388 -2.001 -1.856
H -3.770 2.546 -3.573
C 0.749 2.726 3.809
N 0.557 3.156 2.436
C -0.014 4.322 2.076
S -0.125 5.640 3.118
N -0.442 4.400 0.810
C -1.068 5.567 0.219
H 1.700 2.198 3.886
H -0.056 2.048 4.103
H 0.753 3.600 4.449
H 0.453 2.375 1.809
H -0.398 3.618 0.170
H -1.757 6.017 0.930
H -1.595 5.233 -0.672
H -0.319 6.318 -0.053
C 2.622 -2.018 1.529
S 2.613 -0.470 0.594
O 2.285 0.574 1.611
C 4.342 -0.248 0.186
C 5.020 0.834 0.714
C 6.310 1.101 0.276
C 6.908 0.279 -0.666
C 6.217 -0.811 -1.188
C 4.923 -1.072 -0.774
H 3.293 -1.928 2.382
H 2.912 -2.856 0.893
H 1.585 -2.132 1.850
H 4.511 1.474 1.425
H 6.830 1.972 0.656
H 7.910 0.499 -1.014
H 6.679 -1.437 -1.941
H 4.349 -1.879 -1.217
C -3.023 -7.949 2.623
C -2.661 -6.905 1.603
C -2.310 -7.305 0.319
C -1.938 -6.371 -0.635
C -1.972 -5.028 -0.321
C -2.353 -4.600 0.957
N -2.349 -3.231 1.198
C -3.338 -2.458 1.751
C -4.662 -2.907 1.876
C -5.642 -2.080 2.393
C -5.340 -0.783 2.785
C -4.042 -0.328 2.630
C -3.032 -1.136 2.122
C -1.655 -0.539 1.925
O -1.519 0.670 2.208
O -0.765 -1.283 1.399
C -2.651 -5.545 1.948
C -2.872 -5.124 3.371
H -3.093 -8.932 2.158
H -3.982 -7.731 3.099
H -2.281 -8.013 3.425
H -2.320 -8.362 0.074
H -1.650 -6.686 -1.632
H -1.728 -4.275 -1.061
H -1.518 -2.683 0.980
H -4.922 -3.902 1.531
H -6.658 -2.452 2.464
H -6.111 -0.127 3.172
H -3.766 0.685 2.887
H -3.934 -5.048 3.629
H -2.433 -4.143 3.552
H -2.414 -5.838 4.056
C 3.107 1.800 -2.756
P 2.301 3.040 -1.679
C 1.738 4.256 -2.920
C 3.745 3.895 -0.940
C 4.849 4.334 -1.671
C 5.914 4.960 -1.046
C 5.885 5.166 0.328
C 4.787 4.748 1.064
C 3.725 4.113 0.433
H 3.851 2.217 -3.441
H 2.306 1.337 -3.337
H 3.595 1.029 -2.157
H 2.389 4.310 -3.796
H 1.702 5.243 -2.455
H 0.727 3.968 -3.210
H 4.876 4.177 -2.744
H 6.766 5.292 -1.629
H 6.713 5.661 0.823
H 4.746 4.918 2.134
H 2.871 3.783 1.019
*
```

=====

no.,E (eV)
1,-64693.686
2,-72159.190
3,-235154.160